The following is a quantum chemistry calculation of C41H33N2O4SSbW as an isolated structure, from the OMol25 dataset.

The geometry in XYZ format:
```
83
Properties=species:S:1:pos:R:3
W 0.657 -0.835 0.528
O -1.278 -3.960 -0.525
S -1.114 -2.586 -0.845
O -1.432 -1.600 0.240
N 0.426 -2.083 -1.011
C 1.544 -2.698 -1.591
C 1.584 -3.801 -2.395
C 2.831 -4.247 -2.892
C 3.990 -3.588 -2.599
C 3.966 -2.440 -1.766
C 5.101 -1.674 -1.433
C 4.962 -0.566 -0.634
C 3.707 -0.232 -0.129
N 2.613 -0.938 -0.398
C 2.733 -2.022 -1.245
C -1.951 -2.207 -2.330
C -3.156 -2.851 -2.578
C -3.794 -2.612 -3.784
C -3.216 -1.768 -4.721
C -2.005 -1.137 -4.462
C -1.363 -1.345 -3.255
H 0.673 -4.329 -2.649
H 2.854 -5.125 -3.524
H 4.935 -3.931 -2.997
H 6.072 -1.961 -1.816
H 5.814 0.049 -0.380
H 3.569 0.626 0.514
H -3.572 -3.537 -1.851
H -4.732 -3.105 -4.000
H -3.712 -1.605 -5.669
H -1.561 -0.483 -5.200
H -0.418 -0.865 -3.043
C 3.038 1.305 3.589
C 2.250 0.171 3.022
O 1.585 0.419 1.977
C 2.228 -1.112 3.660
C 2.896 -1.306 4.890
C 2.817 -2.497 5.562
C 2.054 -3.542 5.028
C 1.388 -3.388 3.829
C 1.479 -2.189 3.134
O 0.820 -2.108 1.969
H 3.028 2.148 2.904
H 4.068 1.006 3.785
H 2.603 1.624 4.539
H 3.470 -0.497 5.319
H 3.334 -2.623 6.502
H 1.981 -4.482 5.558
H 0.791 -4.183 3.402
C 0.984 5.989 0.511
C -0.231 5.812 -0.136
C -0.740 4.535 -0.322
C -0.024 3.436 0.146
C 1.195 3.612 0.792
C 1.697 4.893 0.974
Sb -0.874 1.518 -0.024
C -2.327 1.429 1.500
C -3.540 2.095 1.367
C -4.456 2.071 2.411
C -4.157 1.388 3.581
C -2.944 0.729 3.717
C -2.026 0.749 2.678
C -2.026 1.635 -1.788
C -1.573 2.368 -2.880
C -2.383 2.490 -4.002
C -3.633 1.887 -4.027
C -4.075 1.145 -2.939
C -3.271 1.011 -1.816
H 1.377 6.987 0.655
H -0.784 6.670 -0.495
H -1.690 4.401 -0.826
H 1.742 2.751 1.151
H 2.645 5.038 1.476
H -3.775 2.635 0.457
H -5.401 2.588 2.308
H -4.872 1.370 4.392
H -2.715 0.197 4.632
H -1.081 0.228 2.795
H -0.610 2.865 -2.852
H -2.042 3.071 -4.849
H -4.269 2.002 -4.895
H -5.051 0.677 -2.959
H -3.623 0.438 -0.965
```

Computed properties:
- 2S+1 = 3
- HOMO level (alpha / beta) (eV) = -13.274 / -13.832
- E_LUMO (alpha / beta) (hartree) = -0.2441 / -0.2429
- net charge = +2
- energy relative to the best compared isomer or geometry (same formula, charge and spin) (kJ/mol) = 0.0
- total energy (eV) = -73408.0647